Below is a structure of composition C6H16BrN2O2 at a distorted geometry, with properties calculated with wB97M-V/def2-TZVPD.

CARTESIAN COORDINATES (ANGSTROEM)
C1 0.79617 -1.44474 -3.14190
C2 1.19389 -1.94074 -1.76263
O1 2.26594 -1.93530 -1.28886
N1 0.10327 -2.68819 -1.06297
H1 -0.42086 -2.01443 -0.50023
H2 -0.68507 -3.12140 -1.76656
C3 0.56921 -3.68959 0.00285
H3 0.55470 -0.40701 -3.15501
H4 0.01059 -2.04065 -3.57487
H5 1.79738 -1.54098 -3.63406
H6 1.51311 -3.40598 0.52782
H7 0.45196 -4.69342 -0.43024
H8 -0.21289 -3.69539 0.75855
C4 -0.61701 2.04992 3.31208
C5 -0.26406 2.83950 2.10997
O2 0.49232 3.80541 1.99909
N2 -0.78246 2.33611 0.86134
H9 -0.74150 1.33668 0.62737
H10 -1.80850 2.44461 0.93225
C6 -0.29304 3.07740 -0.38122
H11 -1.46654 2.48324 3.82795
H12 0.25988 2.21576 3.96233
H13 -0.66282 0.94524 3.06302
H14 -1.16850 3.39063 -0.99979
H15 0.27570 2.46456 -1.02306
H16 0.17292 3.98210 -0.05412
Br1 -1.33377 -0.75333 0.79089

* net charge: +1
* lowest unoccupied orbital energy: -2.93 eV
* HOMO: -0.4642 hartree
* orbital gap: 9.71 eV
* energy above the lowest of the compared OMol25 structures with the same formula, charge and spin: 0.920 eV
* electronic energy: -3071.95964 a.u.

Below is a cluster of 2 separate species, C6H16BrNSi2 in total at a distorted geometry, with properties calculated with wB97M-V/def2-TZVPD.

CARTESIAN COORDINATES (ANGSTROEM)
C1 -1.25554 -1.61894 -0.19838
C2 -2.21613 -0.57034 -0.75744
C3 0.66375 -2.12647 1.35529
C4 0.97622 0.66239 -3.43852
C5 -0.39442 1.54342 2.32546
C6 2.14375 0.88568 0.72735
N1 -0.14742 -1.10459 0.56495
Si1 -1.03378 0.81652 -1.02795
Si2 0.26309 0.56848 0.83049
Br1 -2.46366 2.50455 -1.80042
H1 -1.77652 -2.32676 0.40006
H2 -0.81122 -2.18474 -1.07141
H3 -2.74775 -1.01572 -1.58358
H4 -3.16197 -0.28644 -0.13155
H5 1.61999 -2.14331 0.91160
H6 0.82361 -1.76495 2.44497
H7 0.01821 -2.97975 1.35847
H8 0.14231 1.25331 -3.70561
H9 1.87049 1.22579 -3.11957
H10 1.27110 -0.07816 -4.07973
H11 -0.23678 2.62886 1.93907
H12 -1.41715 1.51263 2.43516
H13 0.08193 1.80606 3.30860
H14 2.40097 1.81936 1.24620
H15 2.84253 0.21199 1.35481
H16 2.54437 0.76113 -0.28833

* net charge: 0
* lowest unoccupied orbital energy (alpha / beta): -0.39 / 0.03 eV
* HOMO (alpha / beta): -0.3176 / -0.2643 hartree
* orbital gap (alpha / beta): 8.26 / 7.22 eV
* energy above the lowest of the compared OMol25 structures with the same formula, charge and spin: 3.453 eV
* electronic energy: -3445.86829 a.u.

Below is a cluster of 6 separate species, C6H16Cl4N4O8 in total at a distorted geometry, with properties calculated with wB97M-V/def2-TZVPD.

CARTESIAN COORDINATES (ANGSTROEM)
C1 -2.31563 -3.71294 0.14461
N1 -1.23432 -3.58105 -0.88468
O1 -1.49431 -2.92441 -1.88728
O2 -0.22370 -4.23698 -0.68079
H1 -1.89660 -4.17709 1.03740
H2 -3.15566 -4.25240 -0.29293
H3 -2.55694 -2.75388 0.60296
C2 2.01428 -2.01633 -1.38123
N2 2.95236 -1.77304 -0.21934
O3 3.73205 -0.85978 -0.34626
O4 2.92994 -2.52308 0.78599
H4 2.43900 -2.87351 -1.90367
H5 2.00832 -1.13240 -2.01899
H6 1.02539 -2.22802 -0.97455
C3 0.75218 0.57448 -5.03339
N3 -0.43302 0.62617 -4.08866
O5 -1.31189 1.45927 -4.34279
O6 -0.48877 -0.13488 -3.12290
H7 1.62656 0.20566 -4.49718
H8 0.79725 1.65034 -5.20253
H9 0.42889 0.02634 -5.91833
C4 -0.99952 5.02687 1.72861
N4 -0.98259 5.27590 3.18495
O7 -1.98485 5.84796 3.66238
O8 -0.04083 4.86801 3.82589
H10 -1.90710 4.44250 1.57729
H11 -0.11527 4.47112 1.41659
H12 -1.15618 5.92094 1.12513
Cl1 -0.02376 -1.40979 4.51579
C5 1.41465 -0.36117 4.35487
Cl2 2.70848 -0.98827 5.38679
H13 1.69430 -0.48209 3.30832
H14 1.22920 0.69296 4.56103
Cl3 -1.67449 1.87146 0.52989
C6 -1.15822 0.19133 0.20022
Cl4 0.40788 -0.19499 0.99750
H15 -1.81749 -0.50661 0.71631
H16 -1.18963 -0.02850 -0.86692

* net charge: 0
* lowest unoccupied orbital energy: -0.40 eV
* SMILES string: C[N+](=O)[O-].C[N+](=O)[O-].C[N+](=O)[O-].C[N+](=O)[O-].ClCCl.ClCCl
* HOMO: -0.3952 hartree
* orbital gap: 10.35 eV
* energy above the lowest of the compared OMol25 structures with the same formula, charge and spin: 1.136 eV
* electronic energy: -2899.50457 a.u.

Below is a cluster of 2 separate species, C6H16N in total at a distorted geometry, with properties calculated with wB97M-V/def2-TZVPD.

CARTESIAN COORDINATES (ANGSTROEM)
C1 -1.29067 1.99568 0.31850
C2 -0.72206 0.89815 -0.56917
C3 0.65394 0.24905 -0.27112
C4 1.64321 0.31118 -1.42347
C5 0.49399 -1.21362 0.31731
C6 1.94587 -1.78461 1.00556
N1 -2.71889 -0.53472 0.55544
H1 -2.45932 1.99022 0.75656
H2 -0.60484 2.14052 1.24509
H3 -1.10427 3.06056 -0.19458
H4 -0.73072 0.96938 -1.67855
H5 1.10419 0.87798 0.53477
H6 2.19003 1.29757 -1.51897
H7 2.30779 -0.58777 -1.44292
H8 1.11997 0.18504 -2.39496
H9 -0.33934 -1.05363 1.00146
H10 0.25372 -1.75401 -0.62467
H11 1.68270 -2.29415 1.97431
H12 2.33466 -2.42241 0.20133
H13 2.69786 -0.91987 1.14169
H14 -2.07545 0.26756 -0.09324
H15 -3.52393 -0.29508 1.15450
H16 -2.85846 -1.38302 0.00513

* net charge: +1
* lowest unoccupied orbital energy: -7.53 eV
* HOMO: -0.5182 hartree
* orbital gap: 6.57 eV
* energy above the lowest of the compared OMol25 structures with the same formula, charge and spin: 6.334 eV
* electronic energy: -292.49145 a.u.

Question: Number 4 is which compound?
Answer: C6H16N